{
  "formula": "C26H29N3O4",
  "method": "ωB97M-V with the def2-TZVPD basis set",
  "species": ["C", "C", "O", "C", "C", "N", "O", "O", "O", "H", "H", "H", "H", "H", "H", "C", "N", "C", "C", "C", "C", "C", "C", "C", "N", "C", "C", "C", "C", "C", "C", "C", "C", "C", "C", "C", "C", "C", "C", "H", "H", "H", "H", "H", "H", "H", "H", "H", "H", "H", "H", "H", "H", "H", "H", "H", "H", "H", "H", "H", "H", "H"],
  "xyz": [[5.49, -0.09, 0.52], [4.63, -0.68, -0.58], [3.40, -1.24, 0.09], [2.55, -1.76, -0.83], [1.22, -2.31, -0.23], [1.26, -3.80, -0.62], [0.88, -4.75, 0.13], [1.55, -4.07, -1.84], [2.81, -1.66, -2.04], [6.33, 0.45, 0.07], [4.93, 0.62, 1.15], [5.90, -0.91, 1.13], [4.33, 0.10, -1.31], [5.15, -1.52, -1.09], [1.04, -2.06, 0.82], [-2.92, -5.51, -0.52], [-2.50, -4.12, -0.40], [-1.64, -3.48, -1.24], [-1.31, -2.23, -0.71], [-0.14, -1.43, -1.01], [-0.26, 0.03, -1.02], [-1.44, 0.76, -0.72], [-1.41, 2.12, -0.41], [-0.15, 2.79, -0.39], [-0.04, 4.08, 0.07], [-1.22, 4.89, 0.26], [-2.39, 4.08, 0.82], [-2.66, 2.86, -0.07], [1.17, 4.86, -0.10], [2.39, 4.00, 0.09], [2.35, 2.81, -0.87], [1.02, 2.11, -0.83], [0.91, 0.78, -1.21], [-2.08, -2.08, 0.51], [-2.07, -1.17, 1.56], [-2.91, -1.40, 2.68], [-3.65, -2.60, 2.80], [-3.60, -3.57, 1.78], [-2.85, -3.28, 0.65], [-3.56, -5.75, 0.33], [-3.47, -5.63, -1.47], [-2.06, -6.21, -0.52], [-1.26, -3.98, -2.13], [0.52, -1.76, -1.83], [-2.43, 0.29, -0.72], [-0.96, 5.69, 0.96], [-1.53, 5.38, -0.68], [-2.16, 3.76, 1.84], [-3.29, 4.71, 0.85], [-3.18, 3.15, -1.00], [-3.34, 2.17, 0.45], [1.17, 5.32, -1.11], [1.11, 5.68, 0.62], [3.28, 4.62, -0.08], [2.43, 3.66, 1.13], [2.57, 3.15, -1.89], [3.16, 2.11, -0.60], [1.78, 0.30, -1.67], [-1.38, -0.34, 1.55], [-2.97, -0.66, 3.48], [-4.31, -2.76, 3.66], [-4.19, -4.50, 1.80]],
  "molar_mass_g_mol": 447.53,
  "smiles": "CCOC(=O)[C@@H]([C@H](c1cc2c3c(c1)CCCN3CCC2)c1cn(C)c2ccccc12)[N+](=O)[O-]",
  "e_above_lowest_kcal_mol": 148.7,
  "max_force_ev_per_a": 3.94
}


{
  "formula": "C26H29N3O4",
  "method": "ωB97M-V with the def2-TZVPD basis set",
  "species": ["C", "H", "O", "C", "C", "C", "C", "C", "C", "H", "O", "C", "H", "H", "H", "H", "C", "O", "N", "H", "C", "C", "C", "N", "C", "C", "O", "N", "C", "C", "C", "C", "C", "C", "C", "C", "C", "C", "H", "H", "H", "H", "H", "H", "H", "H", "H", "H", "C", "C", "H", "H", "H", "H", "H", "H", "H", "H", "H", "H", "H", "H"],
  "xyz": [[0.84, -4.47, -0.85], [0.97, -3.53, -1.40], [-0.34, -5.13, -1.55], [-1.55, -4.32, -1.35], [-1.82, -2.96, -0.74], [-2.93, -2.45, -0.50], [-4.01, -3.08, -0.95], [-3.84, -4.30, -1.95], [-2.55, -4.87, -2.00], [-2.47, -5.87, -2.42], [-4.78, -4.96, -2.42], [-4.76, -6.06, -3.15], [-6.07, -6.24, -3.40], [-4.46, -7.00, -2.39], [-4.25, -5.99, -4.02], [-4.94, -2.68, -0.95], [-3.28, -1.19, 0.21], [-4.18, -0.93, 0.79], [-2.10, -0.45, -0.10], [-1.20, -0.66, -0.38], [-2.09, 1.01, 0.63], [-1.32, 0.79, 2.22], [-1.25, 2.11, 2.75], [-0.40, 2.96, 2.05], [0.11, 4.24, 2.22], [1.35, 4.50, 1.84], [1.69, 5.77, 1.94], [2.06, 3.35, 1.28], [3.20, 3.31, 0.81], [3.99, 4.29, 0.53], [5.28, 4.09, -0.35], [5.51, 2.99, -0.85], [4.69, 1.75, -0.56], [4.91, 0.62, -1.03], [4.15, -0.49, -0.82], [3.13, -0.54, -0.18], [2.61, 0.88, 0.23], [3.54, 1.85, 0.42], [1.79, 0.90, 0.97], [2.54, -1.26, 0.11], [4.35, -1.61, -1.10], [6.10, 0.38, -1.41], [6.47, 2.84, -1.26], [5.79, 5.07, -0.32], [3.87, 5.38, 0.78], [1.21, 2.56, 1.45], [-0.77, 5.07, 2.47], [0.01, 4.01, 3.63], [-1.13, 3.24, 0.49], [-1.17, 1.99, -0.09], [-1.81, 2.10, -1.15], [-0.31, 1.52, -0.42], [-0.63, 3.82, -0.11], [-2.24, 3.68, 0.87], [-0.98, 1.99, 3.83], [-2.27, 2.46, 3.03], [-2.17, 0.25, 2.68], [-0.44, 0.39, 2.08], [-3.09, 1.17, 0.76], [-0.85, -2.86, 0.06], [1.55, -5.07, -1.21], [0.76, -4.36, 0.25]],
  "molar_mass_g_mol": 447.53,
  "e_above_lowest_kcal_mol": 533.8,
  "max_force_ev_per_a": 16.36
}


{
  "formula": "C26H29N4O5RhS2",
  "method": "ωB97M-V with the def2-TZVPD basis set",
  "species": ["Rh", "O", "C", "C", "C", "C", "C", "C", "C", "N", "N", "C", "O", "C", "C", "C", "C", "C", "C", "H", "H", "H", "H", "H", "H", "H", "H", "H", "H", "C", "C", "C", "C", "C", "C", "C", "S", "O", "O", "O", "H", "H", "H", "H", "H", "H", "H", "C", "C", "N", "C", "S", "N", "C", "C", "H", "H", "H", "H", "H", "H", "H", "H", "H", "H", "H", "H"],
  "xyz": [[-0.13, -0.20, -0.77], [-0.93, -0.13, 1.23], [-0.74, -0.97, 2.18], [-1.76, -1.13, 3.17], [-1.60, -1.98, 4.22], [-0.41, -2.74, 4.39], [0.58, -2.61, 3.47], [0.46, -1.75, 2.34], [1.57, -1.69, 1.48], [1.62, -1.03, 0.32], [2.80, -1.06, -0.25], [2.77, -0.43, -1.47], [1.72, -0.04, -2.01], [4.07, -0.25, -2.15], [5.27, -0.44, -1.47], [6.47, -0.22, -2.13], [6.48, 0.16, -3.46], [5.28, 0.33, -4.15], [4.08, 0.13, -3.49], [-2.65, -0.54, 3.04], [-2.39, -2.07, 4.95], [-0.31, -3.40, 5.23], [1.50, -3.18, 3.58], [2.47, -2.23, 1.75], [5.25, -0.73, -0.43], [7.40, -0.36, -1.60], [7.42, 0.32, -3.97], [5.29, 0.62, -5.19], [3.13, 0.25, -4.01], [-7.53, -1.47, -0.70], [-6.11, -1.48, -1.20], [-5.82, -1.70, -2.55], [-4.51, -1.70, -3.01], [-3.48, -1.47, -2.12], [-3.74, -1.26, -0.77], [-5.05, -1.26, -0.32], [-1.81, -1.42, -2.71], [-1.81, -1.89, -4.07], [-1.41, 0.02, -2.57], [-1.00, -2.17, -1.75], [-8.22, -1.78, -1.48], [-7.82, -0.46, -0.38], [-7.65, -2.13, 0.15], [-6.63, -1.87, -3.24], [-4.29, -1.87, -4.05], [-2.92, -1.10, -0.07], [-5.25, -1.10, 0.73], [0.32, 3.82, -3.89], [0.73, 2.59, -3.08], [1.54, 2.95, -1.92], [1.38, 2.56, -0.65], [2.64, 2.53, 0.44], [0.10, 2.16, -0.25], [-1.04, 3.08, -0.49], [-2.37, 2.39, -0.27], [-0.25, 3.51, -4.77], [1.20, 4.36, -4.24], [-0.29, 4.50, -3.31], [1.31, 1.91, -3.70], [-0.14, 2.03, -2.76], [2.50, 3.22, -2.11], [0.15, 1.95, 0.74], [-0.97, 3.47, -1.51], [-0.93, 3.94, 0.18], [-2.52, 1.60, -1.00], [-3.18, 3.11, -0.37], [-2.42, 1.95, 0.73]],
  "s_squared": 6.0361,
  "molar_mass_g_mol": 644.58,
  "e_above_lowest_kcal_mol": 0.0,
  "max_force_ev_per_a": 0.20,
  "multiplicity": 5
}


Copy entry 1 word for word.
{
  "formula": "C26H29N3O4",
  "method": "ωB97M-V with the def2-TZVPD basis set",
  "species": ["C", "C", "O", "C", "C", "N", "O", "O", "O", "H", "H", "H", "H", "H", "H", "C", "N", "C", "C", "C", "C", "C", "C", "C", "N", "C", "C", "C", "C", "C", "C", "C", "C", "C", "C", "C", "C", "C", "C", "H", "H", "H", "H", "H", "H", "H", "H", "H", "H", "H", "H", "H", "H", "H", "H", "H", "H", "H", "H", "H", "H", "H"],
  "xyz": [[5.49, -0.09, 0.52], [4.63, -0.68, -0.58], [3.40, -1.24, 0.09], [2.55, -1.76, -0.83], [1.22, -2.31, -0.23], [1.26, -3.80, -0.62], [0.88, -4.75, 0.13], [1.55, -4.07, -1.84], [2.81, -1.66, -2.04], [6.33, 0.45, 0.07], [4.93, 0.62, 1.15], [5.90, -0.91, 1.13], [4.33, 0.10, -1.31], [5.15, -1.52, -1.09], [1.04, -2.06, 0.82], [-2.92, -5.51, -0.52], [-2.50, -4.12, -0.40], [-1.64, -3.48, -1.24], [-1.31, -2.23, -0.71], [-0.14, -1.43, -1.01], [-0.26, 0.03, -1.02], [-1.44, 0.76, -0.72], [-1.41, 2.12, -0.41], [-0.15, 2.79, -0.39], [-0.04, 4.08, 0.07], [-1.22, 4.89, 0.26], [-2.39, 4.08, 0.82], [-2.66, 2.86, -0.07], [1.17, 4.86, -0.10], [2.39, 4.00, 0.09], [2.35, 2.81, -0.87], [1.02, 2.11, -0.83], [0.91, 0.78, -1.21], [-2.08, -2.08, 0.51], [-2.07, -1.17, 1.56], [-2.91, -1.40, 2.68], [-3.65, -2.60, 2.80], [-3.60, -3.57, 1.78], [-2.85, -3.28, 0.65], [-3.56, -5.75, 0.33], [-3.47, -5.63, -1.47], [-2.06, -6.21, -0.52], [-1.26, -3.98, -2.13], [0.52, -1.76, -1.83], [-2.43, 0.29, -0.72], [-0.96, 5.69, 0.96], [-1.53, 5.38, -0.68], [-2.16, 3.76, 1.84], [-3.29, 4.71, 0.85], [-3.18, 3.15, -1.00], [-3.34, 2.17, 0.45], [1.17, 5.32, -1.11], [1.11, 5.68, 0.62], [3.28, 4.62, -0.08], [2.43, 3.66, 1.13], [2.57, 3.15, -1.89], [3.16, 2.11, -0.60], [1.78, 0.30, -1.67], [-1.38, -0.34, 1.55], [-2.97, -0.66, 3.48], [-4.31, -2.76, 3.66], [-4.19, -4.50, 1.80]],
  "molar_mass_g_mol": 447.53,
  "smiles": "CCOC(=O)[C@@H]([C@H](c1cc2c3c(c1)CCCN3CCC2)c1cn(C)c2ccccc12)[N+](=O)[O-]",
  "e_above_lowest_kcal_mol": 148.7,
  "max_force_ev_per_a": 3.94
}